Entry 1:
Br3ClSi | wB97M-V/def2-TZVPD

Calculated values
E_HOMO (alpha / beta) = -10.8998 / -8.2524 eV
gap between HOMO and LUMO (alpha / beta) = 0.3386 / 0.1701 Ha
relative energy (zero: lowest compared OMol25 entry of this formula, charge and spin) = 4.077 eV
2S+1 = 1

Each line ends with the natural charge from an NBO analysis.
Atoms and positions in Å:
Si 1.1276 0.4949 -0.4032  0.934
Cl -0.5966 1.2244 -1.1622  -0.343
Br 1.2421 -1.6637 -0.1028  -0.261
Br -2.8089 -0.4712 -3.0008  -0.027
Br 2.2294 1.4321 1.4094  -0.303

Entry 2:
Br3H2PSi | wB97M-V/def2-TZVPD

Calculated values
E_HOMO (alpha / beta) = -8.6679 / -9.2454 eV
gap between HOMO and LUMO (alpha / beta) = 0.2613 / 0.2603 Ha
relative energy (zero: lowest compared OMol25 entry of this formula, charge and spin) = 2.674 eV
2S+1 = 1

Each line ends with the natural charge from an NBO analysis.
Atoms and positions in Å:
Si 0.1663 -1.5586 0.5149  0.832
P 0.0099 2.3628 -0.5480  0.094
Br -1.6526 -2.5963 1.3193  -0.283
Br 1.2468 -2.8072 -0.9238  -0.270
Br 1.5580 -1.1982 2.2168  -0.287
H -1.2059 3.0498 -0.6075  -0.050
H -0.1224 2.7476 -1.9717  -0.037

Entry 3:
Br3H2PSi | wB97M-V/def2-TZVPD

Calculated values
E_HOMO = -9.6493 eV
gap between HOMO and LUMO = 0.3273 Ha
relative energy (zero: lowest compared OMol25 entry of this formula, charge and spin) = 0.405 eV
SMILES = P[Si](Br)(Br)Br
2S+1 = 1

Each line ends with the natural charge from an NBO analysis.
Atoms and positions in Å:
Si 0.7122 -0.0598 0.3586  0.797
P -1.9338 -0.2399 -0.0503  0.030
Br 1.1744 0.8204 2.3346  -0.270
Br 2.0300 -1.8211 0.3751  -0.250
Br 1.2504 1.2949 -1.2958  -0.268
H -1.5068 -0.9666 -1.1169  -0.020
H -1.7264 0.9720 -0.6053  -0.019

Entry 4:
Br3Li3 | wB97M-V/def2-TZVPD

Calculated values
E_HOMO = -9.6621 eV
gap between HOMO and LUMO = 0.3296 Ha
relative energy (zero: lowest compared OMol25 entry of this formula, charge and spin) = 0.000 eV
2S+1 = 1

Each line ends with the natural charge from an NBO analysis.
Atoms and positions in Å:
Li -5.0733 10.7321 24.3551  0.821
Li -7.3246 10.8766 22.4272  0.912
Li -5.9239 8.4000 25.8912  0.883
Br -6.0128 12.6282 23.0556  -0.871
Br -3.6889 8.8663 24.9617  -0.863
Br -7.6435 9.7662 25.0768  -0.883

Entry 5:
Br3Y | wB97M-V/def2-TZVPD

Calculated values
E_HOMO = -6.9464 eV
gap between HOMO and LUMO = 0.1329 Ha
2S+1 = 1

Each line ends with the natural charge from an NBO analysis.
Atoms and positions in Å:
Y -1.5111 -1.3922 0.5525  1.245
Br -1.2470 1.6616 -0.0137  -0.327
Br 1.3417 -1.8539 -0.3433  -0.726
Br 1.4165 1.5845 -0.1956  -0.192

Entry 6:
Br5HSi2 | wB97M-V/def2-TZVPD

Calculated values
E_HOMO (alpha / beta) = -9.1289 / -8.3658 eV
gap between HOMO and LUMO (alpha / beta) = 0.2621 / 0.2196 Ha
relative energy (zero: lowest compared OMol25 entry of this formula, charge and spin) = 3.336 eV
2S+1 = 1

Each line ends with the natural charge from an NBO analysis.
Atoms and positions in Å:
Si 2.2652 -0.6538 0.5005  0.857
Si -1.5077 1.0097 -0.0422  0.819
Br 1.8940 0.5011 -1.3337  -0.276
Br 0.6465 -2.3750 0.6534  -0.354
Br -2.1693 -0.5708 1.3156  -0.267
Br -2.2376 3.0092 0.6977  -0.288
Br -2.2301 0.5544 -2.1041  -0.285
H 3.3389 -1.4748 0.3128  -0.206

Entry 7:
BrClN2O2 | wB97M-V/def2-TZVPD

Calculated values
E_HOMO (alpha / beta) = -10.9379 / -11.0538 eV
gap between HOMO and LUMO (alpha / beta) = 0.2729 / 0.2992 Ha
relative energy (zero: lowest compared OMol25 entry of this formula, charge and spin) = 1.864 eV
2S+1 = 1

Each line ends with the natural charge from an NBO analysis.
Atoms and positions in Å:
N 0.5452 0.3591 -0.5937  0.604
N -0.7178 -0.2471 -0.1144  -0.381
O 1.4816 -0.3392 -0.4376  -0.319
O 0.5085 1.4231 -1.0373  -0.338
Cl 0.1543 -2.0449 1.9256  -0.033
Br -1.9717 0.8490 0.2575  0.467

Entry 8:
BrF2N | wB97M-V/def2-TZVPD

Calculated values
E_HOMO = -11.2384 eV
gap between HOMO and LUMO = 0.3659 Ha
relative energy (zero: lowest compared OMol25 entry of this formula, charge and spin) = 0.000 eV
SMILES = FN(F)Br
2S+1 = 1

Each line ends with the natural charge from an NBO analysis.
Atoms and positions in Å:
N -0.2489 -0.1661 -0.3439  0.276
F 0.9817 0.0257 -0.8924  -0.193
F 0.0235 -1.3076 0.5977  -0.261
Br -0.7562 1.4479 0.6386  0.179

Entry 9:
BrFHP | wB97M-V/def2-TZVPD

Calculated values
E_HOMO = -10.1658 eV
gap between HOMO and LUMO = 0.3815 Ha
relative energy (zero: lowest compared OMol25 entry of this formula, charge and spin) = 0.743 eV
SMILES = FPBr
2S+1 = 1

Each line ends with the natural charge from an NBO analysis.
Atoms and positions in Å:
F -0.5812 -2.1172 0.3416  -0.593
P -0.8627 -0.6731 -0.7212  0.856
Br -2.5689 0.1871 0.0611  -0.169
H -0.2144 0.2214 0.0167  -0.094

Entry 10:
BrFS | wB97M-V/def2-TZVPD

Calculated values
E_HOMO (alpha / beta) = -10.6073 / -10.6103 eV
gap between HOMO and LUMO (alpha / beta) = 0.2460 / 0.2461 Ha
relative energy (zero: lowest compared OMol25 entry of this formula, charge and spin) = 2.232 eV
2S+1 = 1

Each line ends with the natural charge from an NBO analysis.
Atoms and positions in Å:
F -1.6978 0.7569 -0.0017  -0.519
S 0.0759 -1.0745 0.0022  0.371
Br 1.6219 0.3176 -0.0005  0.147